# CH4N3P

A 2-piece molecular cluster, CH4N3P overall at a distorted geometry (ωB97M-V/def2-TZVPD, the Open Molecules 2025 dataset).

Last column: Löwdin charge in e.
Cartesian coordinates (Å):
C: -1.04712 -0.42894 0.08628  -0.43
N: -1.39838 0.90467 0.10972  -0.08
N: -0.56850 1.63069 0.73404  -0.10
N: 0.40227 0.91962 1.25078  -0.37
P: 0.35133 -0.69639 1.00851  0.76
H: 1.42516 -1.63166 -2.21335  0.00
H: -1.78105 -1.18195 -0.34179  0.08
H: 1.11994 1.43218 1.84894  0.12
H: 1.49636 -0.94821 -2.48315  0.01

Forces on the atoms, in the same order (eV/Å):
-5.0477 1.8477 -2.6409
-1.3856 -2.3712 -1.3997
-1.3768 2.5217 -0.4187
4.1754 2.2064 2.9553
4.1561 -4.4840 2.2743
-0.0104 -0.1248 0.0637
1.1476 1.2690 0.5825
-1.6561 -1.0000 -1.3539
-0.0026 0.1351 -0.0626

Output
LUMO level (spin up / spin down): 1.093 / -3.010 eV
total energy: -545.90769 a.u.
charge: 0
gap between HOMO and LUMO (spin up / spin down): 7.0 / 7.3 eV
spin multiplicity: 3